{
  "formula": "C4H11NS",
  "method": "the ωB97M-V functional and the def2-TZVPD basis",
  "elements": ["C", "N", "C", "C", "S", "C", "H", "H", "H", "H", "H", "H", "H", "H", "H", "H", "H"],
  "coordinates": [[-2.98529, 0.48110, -0.28954], [-1.70757, -0.22549, -0.29089], [-0.85497, -0.14642, 0.79648], [0.36572, -1.00024, 0.53136], [1.56765, -0.28017, -0.66397], [2.18552, 1.08004, 0.36026], [-3.24592, 0.78127, 0.75090], [-3.85852, 0.02659, -0.80826], [-2.93462, 1.43699, -0.74366], [-1.32086, 0.12421, -1.12239], [-1.35960, -0.51135, 1.70975], [-0.59506, 0.85174, 1.21701], [0.94129, -1.19049, 1.47254], [0.23771, -2.02429, 0.14990], [2.61941, 1.73509, -0.40798], [2.79610, 0.68818, 1.23657], [1.32482, 1.65645, 0.81397]],
  "multiplicity": 1,
  "mol_weight_g_mol": 105.21,
  "homo_lumo_gap_ev": 9.447,
  "lumo_ev": 1.00,
  "smiles": "CNCCSC",
  "e_above_lowest_kcal_mol": 27.6
}